# 1
Density functional theory data (ωB97M-V with the def2-TZVPD basis set) for an isolated ion of composition C4H4F3N3 and charge +2.

```
14
Properties=species:S:1:pos:R:3:nbo_charge:R:1
C 0.340 1.245 0.103 0.94
C 2.059 -0.253 0.054 0.91
C -0.104 -1.084 -0.050 0.95
C -1.965 0.563 0.021 -0.42
N 1.655 0.988 0.208 -0.41
N -0.567 0.149 0.031 -0.35
N 1.237 -1.339 -0.046 -0.54
F -0.054 2.492 0.130 -0.15
F 3.343 -0.452 -0.023 -0.15
F -0.929 -2.084 -0.158 -0.16
H -2.164 1.240 0.829 0.28
H -2.016 1.198 -0.889 0.28
H -2.488 -0.368 0.085 0.27
H 1.653 -2.296 -0.296 0.54
```

Values from the calculation:
HOMO energy in Ha: -0.826
Total charge: +2
SMILES: C[n+]1c(F)nc(F)[nH+]c1F
Energy relative to the best compared isomer or geometry (same formula, charge and spin) in kJ/mol: 0.0
Gap between HOMO and LUMO in eV: 10.9

---

# 2
Density functional theory data (ωB97M-V with the def2-TZVPD basis set) for a 2-piece molecular cluster, C4H12NO3 overall.

```
20
Properties=species:S:1:pos:R:3:nbo_charge:R:1
C 1.541 0.228 0.113 -0.01
O 1.737 -0.788 0.883 -0.93
C 0.229 -0.115 -0.842 -0.07
C -1.055 0.760 -0.393 -0.45
C -2.215 1.051 -1.296 -0.06
O -3.280 1.548 -0.441 -0.75
N -0.127 -1.521 -0.711 -0.87
H 1.469 1.132 0.735 0.10
H 2.456 0.324 -0.507 0.08
H 0.504 0.151 -1.807 0.16
H -1.554 0.268 0.479 0.19
H -0.599 1.717 -0.036 0.21
H -2.300 1.916 -2.079 0.18
H -2.791 0.086 -1.804 0.15
H -3.386 0.912 0.175 0.44
H -0.054 -1.819 0.266 0.38
H 0.574 -2.180 -1.169 0.35
H 2.624 -0.881 2.044 0.52
H 3.112 -1.842 3.438 0.44
O 3.116 -0.946 2.953 -1.07
```

Values from the calculation:
HOMO energy in Ha: -0.121
Total charge: -1
Energy relative to the best compared isomer or geometry (same formula, charge and spin) in kJ/mol: 227.3
Gap between HOMO and LUMO in eV: 6.9

---

# 3
Density functional theory data (ωB97M-V with the def2-TZVPD basis set) for a 2-piece molecular cluster, C5H9NO overall.

```
16
Properties=species:S:1:pos:R:3:nbo_charge:R:1
C 1.691 -1.674 -0.313 -0.25
C 0.688 1.262 0.785 -0.39
C -0.267 1.006 -0.100 -0.14
O 0.374 -1.725 -0.843 -0.73
C -1.604 0.413 0.270 -0.55
C -2.650 1.445 0.263 0.29
N -3.432 2.297 0.260 -0.33
H 2.217 -0.751 -0.593 0.17
H 1.608 -1.699 0.778 0.19
H 2.285 -2.534 -0.638 0.17
H 1.637 1.696 0.486 0.20
H 0.570 1.026 1.840 0.19
H -0.127 1.229 -1.157 0.20
H 0.438 -1.757 -1.805 0.47
H -1.560 -0.039 1.265 0.25
H -1.876 -0.379 -0.432 0.26
```

Values from the calculation:
HOMO energy in Ha: -0.376
Total charge: 0
SMILES: C=CCC#N.CO
Energy relative to the best compared isomer or geometry (same formula, charge and spin) in kJ/mol: 219.9
Gap between HOMO and LUMO in eV: 10.9